This record from the OMol25 dataset describes a structure of composition C33H41GeLaN4O5 at a distorted geometry. The level of theory is ωB97M-V with the def2-TZVPD basis set.

ORCA input file:
```
! wB97M-V def2-TZVPD RIJCOSX def2/J DEFGRID3
* xyz 0 1
La 0.630 0.100 -0.592
C 0.489 0.619 -3.782
C -1.030 0.640 -3.777
C -1.714 0.106 -4.865
C -3.098 0.097 -4.896
C -3.802 0.622 -3.823
C -3.158 1.177 -2.720
C -3.997 1.726 -1.590
C -1.750 1.185 -2.702
N -1.020 1.609 -1.555
C -1.261 2.820 -1.004
O -1.916 3.766 -1.414
C -0.564 2.997 0.340
C -0.674 4.168 1.057
C 0.069 4.301 2.218
C 0.924 3.280 2.627
C 0.945 2.128 1.880
N 0.188 1.987 0.791
C 1.858 0.971 2.211
O 2.985 1.356 2.741
N 1.481 -0.247 1.966
C 2.172 -1.295 2.698
C 2.628 -2.459 2.063
C 2.340 -2.823 0.625
C 3.331 -3.400 2.819
C 3.532 -3.245 4.179
C 2.983 -2.140 4.812
C 2.289 -1.166 4.100
C 1.664 -0.030 4.884
H 0.867 0.567 -4.799
H 0.890 -0.269 -3.297
H 0.903 1.506 -3.309
H -1.147 -0.305 -5.697
H -3.625 -0.324 -5.744
H -4.890 0.601 -3.828
H -4.988 1.269 -1.605
H -4.104 2.809 -1.666
H -3.553 1.531 -0.612
H -1.311 4.952 0.666
H 0.015 5.220 2.793
H 1.567 3.378 3.490
H 2.247 -1.991 -0.047
H 1.409 -3.387 0.552
H 3.146 -3.435 0.216
H 3.701 -4.288 2.314
H 4.075 -3.993 4.745
H 3.074 -2.029 5.889
H 1.416 -0.375 5.887
H 0.740 0.328 4.424
H 2.340 0.825 4.982
O -0.709 -2.835 -0.426
C -1.000 -1.637 -0.239
O 2.844 -0.371 -1.336
C 3.449 0.465 -0.570
O 2.921 1.534 -0.200
C 4.823 0.079 -0.054
N 4.833 -0.053 1.438
C 6.108 0.536 1.957
C 6.949 0.827 0.721
C 5.887 1.135 -0.335
H 5.095 -0.867 -0.511
H 4.751 -1.029 1.697
H 3.749 0.771 2.304
H 6.578 -0.150 2.655
H 5.889 1.460 2.493
H 7.517 -0.060 0.433
H 7.654 1.643 0.884
H 6.249 1.084 -1.360
H 5.452 2.122 -0.167
C -5.466 -2.197 0.379
Ge -3.665 -2.829 -0.004
C -3.625 -3.417 -1.844
C -3.264 -4.261 1.228
C -2.445 -1.314 0.208
H -6.191 -3.016 0.283
H -5.746 -1.401 -0.324
H -5.526 -1.797 1.399
H -4.460 -4.098 -2.051
H -2.678 -3.925 -2.052
H -3.711 -2.546 -2.506
H -4.039 -5.036 1.182
H -3.227 -3.869 2.251
H -2.293 -4.698 0.979
H -2.410 -1.001 1.265
H -2.823 -0.452 -0.355
*
```

E_HOMO in eV: -6.7886
DFT total energy in hartree: -3985.95711
LUMO energy in eV: -0.4

Here are the Mulliken charges for atoms 1 to 4, given in e: atom 1 (La): 0.44, atom 2 (C): -2.14, atom 3 (C): 1.52, atom 4 (C): -0.84



This record from the OMol25 dataset describes a structure of composition C33H41GeN4OS3ScSe at a distorted geometry. The level of theory is ωB97M-V with the def2-TZVPD basis set.

ORCA input file:
```
! wB97M-V def2-TZVPD RIJCOSX def2/J DEFGRID3
* xyz 0 1
Sc -0.324 -0.851 -0.452
C 1.421 -5.258 -0.678
C 1.320 -3.809 -0.530
N 0.179 -3.144 -0.544
N -0.907 -3.977 -0.587
C -2.137 -3.527 -0.681
S -2.420 -1.998 -1.485
S -3.509 -4.536 -0.178
C -2.836 -6.219 -0.333
C -2.020 -6.678 0.838
C -2.356 -6.156 2.098
C -1.602 -6.531 3.180
C -0.632 -7.587 3.088
C -0.377 -8.144 1.869
C -1.006 -7.646 0.756
C 2.579 -3.076 -0.496
C 3.755 -3.855 -0.565
C 4.974 -3.325 -0.805
C 5.156 -1.948 -0.751
C 4.058 -1.140 -0.593
C 2.741 -1.672 -0.412
O 1.686 -0.791 -0.301
H 0.451 -5.677 -0.902
H 1.784 -5.688 0.250
H 2.093 -5.526 -1.517
H -2.259 -6.300 -1.260
H -3.811 -6.782 -0.472
H -3.174 -5.503 2.242
H -1.707 -6.104 4.158
H -0.227 -7.970 4.012
H 0.275 -9.020 1.710
H -0.746 -7.991 -0.216
H 3.619 -4.936 -0.376
H 5.773 -3.971 -1.005
H 6.161 -1.507 -0.886
H 4.114 -0.069 -0.714
C -1.658 1.741 2.588
N -0.550 0.973 3.267
C 0.680 1.597 3.727
C 1.739 0.450 3.762
N 0.901 -0.692 3.406
C -0.305 -0.320 2.895
S -1.368 -1.272 1.949
H -1.695 2.681 3.117
H -2.573 1.106 2.667
H -1.427 1.885 1.518
H 0.592 2.063 4.670
H 0.961 2.437 3.051
H 2.209 0.303 4.759
H 2.561 0.541 3.053
H 1.316 -1.614 3.320
C -1.004 1.076 -1.105
C -1.475 2.180 -1.599
C -2.824 2.809 -1.853
C -3.698 2.377 -0.867
C -5.032 2.811 -0.867
C -5.430 3.751 -1.805
C -4.525 4.281 -2.680
C -3.157 3.883 -2.684
H -3.388 1.619 -0.198
H -5.829 2.358 -0.293
H -6.460 4.087 -1.829
H -4.915 5.034 -3.358
H -2.404 4.465 -3.190
C 1.198 7.902 -2.170
Ge 1.428 6.245 -1.123
C 3.137 5.485 -1.823
C 1.550 6.741 0.772
C -0.108 5.097 -1.644
Se 0.181 3.139 -1.263
C 0.982 2.515 -2.934
H 2.090 8.504 -2.244
H 0.339 8.477 -1.775
H 0.873 7.575 -3.187
H 3.806 5.437 -1.010
H 3.445 6.208 -2.597
H 3.018 4.472 -2.229
H 2.466 7.316 0.936
H 1.494 5.897 1.442
H 0.732 7.332 1.112
H -0.398 5.324 -2.632
H -0.904 5.421 -0.968
H 0.216 2.547 -3.721
H 1.325 1.539 -2.628
H 1.803 3.134 -3.197
*
```

E_HOMO in eV: -5.6252
DFT total energy in hartree: -8009.86122
LUMO energy in eV: 0.1

Here are the Mulliken charges for atoms 1 to 4, given in e: atom 1 (Sc): 0.28, atom 2 (C): -1.50, atom 3 (C): 0.98, atom 4 (N): 0.46



This record from the OMol25 dataset describes a structure of composition C33H42BrIIrN3O5PSe2 at a distorted geometry. The level of theory is ωB97M-V with the def2-TZVPD basis set.

ORCA input file:
```
! wB97M-V def2-TZVPD RIJCOSX def2/J DEFGRID3
* xyz 2 2
Ir -0.336 0.611 -0.422
Se 2.126 1.315 -0.440
Se 3.717 -0.200 0.373
C 3.266 -0.313 2.238
C 3.998 -1.254 2.948
C 3.681 -1.416 4.283
C 2.665 -0.645 4.827
C 2.025 0.273 4.017
N 2.323 0.459 2.727
C 1.867 0.348 -2.096
C 2.840 -0.047 -2.982
C 2.447 -0.893 -4.015
C 1.122 -1.297 -4.095
C 0.211 -0.825 -3.164
N 0.590 0.012 -2.198
H 4.778 -1.837 2.478
H 4.217 -2.136 4.887
H 2.374 -0.751 5.861
H 1.226 0.883 4.414
H 3.866 0.278 -2.867
H 3.175 -1.251 -4.730
H 0.789 -1.980 -4.861
H -0.822 -1.136 -3.170
Br -4.260 0.889 3.845
C -2.574 1.419 3.217
C -1.751 2.258 3.951
C -0.534 2.610 3.394
C -0.177 2.113 2.156
N -0.976 1.302 1.445
C -2.154 0.966 1.980
H -2.056 2.625 4.921
H 0.149 3.264 3.918
H 0.771 2.373 1.713
H -2.792 0.342 1.390
C -4.116 0.761 -1.796
C -2.912 -0.128 -2.043
O -2.219 -0.516 -0.827
C -3.143 -1.396 -0.064
C -2.529 -2.202 1.036
H -4.523 1.102 -2.748
H -3.853 1.636 -1.199
H -4.913 0.229 -1.283
H -2.168 0.359 -2.666
H -3.221 -1.048 -2.546
H -3.586 -2.039 -0.826
H -3.944 -0.765 0.328
H -1.875 -2.975 0.652
H -3.340 -2.675 1.592
H -1.956 -1.597 1.730
O 0.054 -1.734 2.088
C 0.663 -1.959 1.058
O 0.686 -1.155 0.026
C 1.530 -3.180 0.916
C 2.374 -3.372 -0.167
C 3.249 -4.471 -0.226
C 3.200 -5.354 0.817
O 3.925 -6.489 0.988
C 3.505 -7.056 2.233
O 2.510 -6.194 2.786
C 2.348 -5.172 1.897
C 1.508 -4.101 1.987
H 2.386 -2.626 -0.949
H 3.921 -4.627 -1.058
H 4.359 -7.104 2.911
H 3.073 -8.041 2.052
H 0.840 -3.955 2.822
I -0.236 -4.208 -1.643
C -1.024 2.357 -4.172
C -1.824 2.837 -2.964
P -1.016 2.690 -1.325
C 0.453 3.772 -1.531
C 0.205 5.190 -2.041
C -2.127 3.646 -0.203
C -3.093 4.652 -0.828
H -1.538 2.652 -5.085
H -0.914 1.272 -4.198
H -0.026 2.796 -4.204
H -2.797 2.355 -2.922
H -2.021 3.905 -3.063
H 1.150 3.259 -2.201
H 0.938 3.823 -0.552
H -0.259 5.202 -3.026
H 1.157 5.712 -2.126
H -0.417 5.761 -1.354
H -1.468 4.147 0.513
H -2.707 2.922 0.374
H -2.594 5.419 -1.416
H -3.639 5.156 -0.031
H -3.829 4.164 -1.465
*
```

<S²>: 0.7556
E_HOMO (spin up / spin down) in eV: -12.3264 / -12.3800
DFT total energy in hartree: -9942.93235
LUMO energy (spin up / spin down) in eV: -6.6 / -6.8

Here are the Mulliken charges for atoms 1 to 4, given in e: atom 1 (Ir): 1.78, atom 2 (Se): 0.19, atom 3 (Se): -0.05, atom 4 (C): 0.63



This record from the OMol25 dataset describes a structure of composition C33H42Cl3Ge2MgN4O. The level of theory is ωB97M-V with the def2-TZVPD basis set.

ORCA input file:
```
! wB97M-V def2-TZVPD RIJCOSX def2/J DEFGRID3
* xyz 1 1
Mg 0.077 -0.696 -0.041
C -1.746 -3.478 -2.531
C -1.962 -3.943 -1.092
Ge -1.737 -2.459 0.190
C -2.351 -3.091 1.971
C -2.739 -1.954 2.914
C -3.253 -1.280 -0.350
C -3.497 0.033 -0.217
Ge -2.411 1.446 0.595
C -3.229 2.083 2.255
C -4.647 2.642 2.101
C -1.819 2.890 -0.604
C -2.393 4.270 -0.283
C -4.845 0.582 -0.571
C -5.997 -0.082 -0.138
C -7.257 0.421 -0.419
C -7.395 1.605 -1.132
C -6.263 2.275 -1.567
C -5.001 1.769 -1.286
H -1.892 -4.283 -3.255
H -0.734 -3.089 -2.677
H -2.447 -2.677 -2.791
H -1.269 -4.749 -0.841
H -2.970 -4.351 -0.975
H -1.549 -3.691 2.409
H -3.199 -3.765 1.831
H -1.927 -1.228 3.028
H -2.991 -2.318 3.912
H -3.603 -1.404 2.533
H -4.081 -1.827 -0.815
H -2.577 2.844 2.691
H -3.231 1.235 2.945
H -4.676 3.490 1.417
H -5.022 2.984 3.066
H -5.342 1.892 1.722
H -2.014 2.619 -1.644
H -0.731 2.905 -0.492
H -3.467 4.320 -0.470
H -1.920 5.040 -0.893
H -2.234 4.536 0.763
H -5.892 -0.986 0.449
H -8.134 -0.106 -0.067
H -8.379 2.001 -1.344
H -6.358 3.193 -2.134
H -4.132 2.298 -1.657
C 0.414 2.472 2.351
C -0.201 1.087 2.405
C 0.797 0.029 2.834
O -0.737 0.739 1.103
H 0.804 2.758 3.328
H -0.324 3.216 2.050
H 1.239 2.494 1.634
H -1.030 1.087 3.116
H 1.693 0.055 2.208
H 0.354 -0.969 2.796
H 1.117 0.216 3.859
Cl -1.082 -1.038 -5.337
C -1.685 0.244 -4.290
Cl -1.356 1.837 -4.985
Cl -3.396 0.050 -3.946
C -0.957 0.165 -3.012
N -0.405 0.103 -2.012
N 7.267 0.054 -0.802
C 8.549 -0.442 -0.704
C 9.798 0.121 -0.959
C 10.889 -0.691 -0.745
C 10.751 -2.019 -0.294
C 9.515 -2.568 -0.045
C 8.394 -1.760 -0.255
N 7.055 -2.049 -0.086
C 6.425 -0.957 -0.419
C 4.968 -0.840 -0.377
C 4.279 0.317 -0.739
C 2.903 0.333 -0.658
N 2.185 -0.717 -0.245
C 2.848 -1.835 0.098
C 4.219 -1.937 0.048
H 7.014 0.981 -1.093
H 9.911 1.140 -1.306
H 11.881 -0.301 -0.928
H 11.641 -2.613 -0.142
H 9.402 -3.586 0.302
H 4.790 1.206 -1.082
H 2.347 1.222 -0.934
H 2.239 -2.670 0.425
H 4.723 -2.849 0.332
*
```

E_HOMO in eV: -9.9691
DFT total energy in hartree: -7311.32847
LUMO energy in eV: -3.1

Here are the Mulliken charges for atoms 1 to 4, given in e: atom 1 (Mg): 0.31, atom 2 (C): -0.70, atom 3 (C): -0.93, atom 4 (Ge): 1.08



This record from the OMol25 dataset describes a structure of composition C33H42ClN4O2STeTl. The level of theory is ωB97M-V with the def2-TZVPD basis set.

ORCA input file:
```
! wB97M-V def2-TZVPD RIJCOSX def2/J DEFGRID3
* xyz -2 1
Tl -0.549 0.533 0.408
N -3.072 1.205 -0.583
C -4.473 0.944 -0.835
C -5.204 0.497 0.427
C -4.753 -0.866 0.981
C -3.614 -0.839 2.017
N -2.352 -1.330 1.464
H -2.944 1.996 0.048
H -2.590 1.432 -1.442
H -4.548 0.152 -1.589
H -5.008 1.820 -1.243
H -6.272 0.452 0.189
H -5.071 1.263 1.197
H -4.439 -1.497 0.142
H -5.624 -1.343 1.440
H -3.923 -1.426 2.894
H -3.417 0.184 2.345
H -2.435 -2.274 1.104
H -1.634 -1.329 2.182
Cl -0.216 6.684 5.150
C -0.596 5.161 4.341
C -0.955 4.064 5.116
C -1.234 2.866 4.457
C -1.181 2.706 3.054
O -1.469 1.583 2.502
C -0.808 3.884 2.272
C -0.737 3.911 0.862
O -0.938 2.946 0.015
C -0.518 5.091 2.972
H -1.012 4.141 6.194
H -1.503 1.990 5.039
H -0.490 4.898 0.430
H -0.237 5.969 2.402
C -1.086 -4.220 -1.623
C -0.743 -3.268 -2.776
C 0.777 -3.224 -2.991
C -1.469 -3.684 -4.063
C -1.174 -1.914 -2.419
N -1.489 -0.842 -2.157
H -0.726 -5.224 -1.855
H -2.165 -4.263 -1.465
H -0.609 -3.884 -0.702
H 1.146 -4.219 -3.248
H 1.271 -2.890 -2.079
H 1.030 -2.532 -3.795
H -1.132 -4.673 -4.378
H -1.267 -2.971 -4.862
H -2.547 -3.716 -3.898
Te -0.133 2.806 -2.258
C 0.072 2.549 -4.402
C 1.052 2.771 -5.329
C 0.579 2.936 -6.658
C -0.777 2.880 -6.748
S -1.478 2.585 -5.199
H 2.100 2.792 -5.061
H 1.221 3.090 -7.516
H -1.416 2.994 -7.610
N 1.383 -1.493 1.368
C 1.605 -2.359 2.127
C 1.883 -3.413 2.988
C 2.094 -4.742 2.471
C 2.415 -5.776 3.310
C 2.547 -5.580 4.701
C 2.313 -4.287 5.223
C 1.993 -3.233 4.412
H 2.004 -4.905 1.403
H 2.568 -6.769 2.896
H 2.817 -6.402 5.352
H 2.384 -4.129 6.295
H 1.820 -2.247 4.826
C 3.929 0.883 0.456
C 4.166 1.767 -0.777
C 4.772 3.114 -0.353
C 5.101 1.053 -1.760
C 2.873 2.031 -1.417
C 1.789 2.185 -1.927
H 4.876 0.654 0.952
H 3.438 -0.049 0.176
H 3.270 1.383 1.167
H 5.741 2.968 0.133
H 4.102 3.617 0.344
H 4.905 3.762 -1.222
H 6.076 0.886 -1.295
H 5.240 1.645 -2.666
H 4.677 0.088 -2.041
*
```

E_HOMO (spin up / spin down) in eV: 0.6870 / 0.3838
DFT total energy in hartree: -2950.92845
LUMO energy (spin up / spin down) in eV: 3.7 / 3.7

Here are the Mulliken charges for atoms 1 to 4, given in e: atom 1 (Tl): 0.87, atom 2 (N): 0.23, atom 3 (C): -0.91, atom 4 (C): -0.78